Record 1
49
Properties=species:S:1:pos:R:3 method="wB97M-V/def2-TZVPD" molar_mass_g_mol=327.19 largest_force_ev_per_a=2.72 homo_lumo_gap_ev=6.1
C 1.648 1.950 2.685
C 0.846 3.044 1.885
C -0.655 2.553 1.720
C -0.672 1.467 0.593
B -2.080 0.613 0.477
C -2.149 -0.220 -0.949
C -0.891 -1.127 -1.210
O 0.170 -0.348 -1.824
Si 1.597 -1.267 -2.119
C 1.786 -2.810 -1.041
C 3.063 -0.107 -1.669
C 1.657 -1.713 -3.986
C -2.436 -0.306 1.790
C -1.246 -1.174 2.352
C -1.134 -1.061 3.913
Br -1.738 -3.104 2.006
H 2.238 1.309 1.999
H 0.925 1.297 3.208
H 2.303 2.427 3.442
H 1.256 3.037 0.850
H 0.920 4.061 2.311
H -1.055 2.156 2.673
H -1.212 3.450 1.369
H 0.236 0.811 0.638
H -0.571 2.028 -0.382
H -2.960 1.452 0.401
H -2.249 0.508 -1.791
H -3.068 -0.849 -0.909
H -1.215 -1.914 -1.946
H -0.587 -1.658 -0.291
H 0.901 -3.477 -1.022
H 2.617 -3.407 -1.489
H 2.103 -2.595 0.001
H 2.712 0.883 -1.308
H 3.637 0.043 -2.612
H 3.731 -0.553 -0.908
H 2.712 -1.641 -4.300
H 1.234 -2.731 -4.089
H 1.000 -0.985 -4.506
H -2.808 0.321 2.637
H -3.268 -0.987 1.519
H -0.287 -0.994 1.836
H -2.141 -0.963 4.365
H -0.639 -1.988 4.267
H -0.556 -0.149 4.154
O -1.133 1.115 -3.692
H -0.618 0.557 -3.014
H -0.790 0.987 -4.593
H -1.134 2.056 -3.440

---

Record 2
62
Properties=species:S:1:pos:R:3 method="wB97M-V/def2-TZVPD" molar_mass_g_mol=468.18 largest_force_ev_per_a=1.00 homo_lumo_gap_ev=9.5 total_charge=+1
N 1.471 -0.179 -1.916
P 0.348 -0.267 -0.886
N -1.325 -0.304 -1.675
B -2.521 0.103 -0.715
N -3.612 -0.741 -0.622
O -2.307 1.273 -0.068
H 2.081 0.629 -1.872
H 0.177 0.771 0.032
H 0.243 -1.488 -0.211
H -1.232 0.350 -2.459
H -1.447 -1.238 -2.071
H -4.119 -0.790 0.252
H -3.671 -1.605 -1.142
H -2.745 2.076 -0.344
C 4.078 -0.470 1.516
O 3.176 0.660 1.493
C 3.566 1.680 2.266
O 4.550 1.709 2.949
O 2.658 2.655 2.148
C 2.951 3.823 2.938
H 3.662 -1.200 0.829
H 5.066 -0.169 1.180
H 4.141 -0.876 2.524
H 3.904 4.251 2.635
H 2.991 3.563 3.993
H 2.139 4.515 2.740
C 0.408 0.473 3.038
O -0.708 -0.414 2.863
C -0.976 -1.182 3.930
O -0.373 -1.161 4.967
O -2.014 -1.961 3.631
C -2.413 -2.838 4.703
H 0.500 1.009 2.100
H 0.242 1.180 3.849
H 1.315 -0.096 3.226
H -2.704 -2.256 5.574
H -1.595 -3.503 4.968
H -3.256 -3.399 4.315
C 7.709 -3.424 -0.807
O 6.820 -3.549 -1.927
C 5.566 -3.197 -1.685
O 5.131 -2.789 -0.634
O 4.853 -3.358 -2.801
C 3.471 -3.031 -2.648
H 8.676 -3.750 -1.174
H 7.754 -2.389 -0.473
H 7.376 -4.057 0.013
H 3.356 -1.995 -2.338
H 3.007 -3.682 -1.907
H 3.018 -3.184 -3.623
C -5.615 1.426 -1.840
O -6.790 2.116 -2.244
C -6.628 2.818 -3.378
O -5.596 2.883 -3.997
O -7.770 3.408 -3.675
C -7.746 4.204 -4.874
H -5.868 0.921 -0.913
H -5.306 0.710 -2.600
H -4.809 2.144 -1.673
H -7.500 3.582 -5.731
H -7.014 5.003 -4.779
H -8.748 4.608 -4.965

---

Record 3
65
Properties=species:S:1:pos:R:3 method="wB97M-V/def2-TZVPD" molar_mass_g_mol=799.94 largest_force_ev_per_a=0.66 homo_lumo_gap_ev=10.0
O -3.476 2.090 -0.774
P -3.494 3.514 -1.250
Si -2.890 3.548 -3.441
O -1.290 3.565 -3.736
Si -0.254 2.273 -3.430
P -3.992 1.689 -4.099
O -3.957 1.519 -5.551
O -5.473 1.918 -3.518
O -3.402 0.455 -3.280
H -2.779 4.461 -0.502
H -4.803 4.044 -1.262
H -3.495 4.732 -4.080
H 1.108 2.782 -3.462
H -0.611 1.692 -2.125
H -0.452 1.265 -4.492
H -5.499 1.999 -2.555
H -3.681 0.440 -2.353
Cl 1.925 -3.100 -0.041
C 0.327 -2.390 -0.398
C 0.365 -1.471 -1.589
Cl 1.295 0.011 -1.256
H -0.006 -1.866 0.494
H -0.350 -3.220 -0.591
H -0.650 -1.160 -1.838
H 0.810 -1.951 -2.456
Cl -0.656 -4.662 2.138
C 0.808 -4.414 3.128
C 0.640 -4.937 4.529
Cl -0.541 -3.974 5.467
H 1.033 -3.351 3.123
H 1.619 -4.945 2.633
H 1.589 -4.879 5.059
H 0.298 -5.968 4.532
Cl 4.110 1.380 -3.682
C 5.054 0.022 -3.021
C 4.866 -1.245 -3.814
Cl 3.223 -1.922 -3.660
H 4.758 -0.108 -1.983
H 6.103 0.312 -3.061
H 5.556 -2.003 -3.449
H 5.050 -1.074 -4.871
Cl -0.653 -8.122 9.614
C -0.159 -6.409 9.578
C 0.298 -5.976 8.210
Cl 1.836 -6.750 7.732
H 0.626 -6.276 10.318
H -1.026 -5.819 9.868
H 0.469 -4.902 8.202
H -0.440 -6.217 7.451
Cl -0.224 2.587 3.137
C -1.825 1.949 3.595
C -2.808 2.018 2.457
Cl -3.244 3.700 2.046
H -2.171 2.514 4.456
H -1.686 0.908 3.883
H -3.731 1.512 2.734
H -2.418 1.565 1.549
Cl 2.654 4.025 -4.944
C 1.745 5.549 -5.110
C 2.649 6.753 -5.137
Cl 3.441 7.034 -3.564
H 1.038 5.600 -4.285
H 1.189 5.488 -6.044
H 2.061 7.641 -5.362
H 3.430 6.643 -5.884

---

Record 4
60
Properties=species:S:1:pos:R:3 method="wB97M-V/def2-TZVPD" molar_mass_g_mol=504.27 largest_force_ev_per_a=4.50 e_above_lowest_ev=0.8809 homo_lumo_gap_ev="6.1 / 5.8" spin_multiplicity=4 total_charge=+1
Co 2.283 -0.499 -1.552
F 0.964 -1.189 -0.155
C 0.769 -4.555 1.094
C 1.155 -3.873 2.382
O 0.975 -4.384 3.476
N 1.560 -2.615 2.166
C 1.916 -1.554 3.063
H 0.896 -5.622 1.270
H 1.339 -4.199 0.237
H -0.282 -4.306 0.936
H 1.466 -2.356 1.194
H 2.740 -1.824 3.723
H 1.128 -1.045 3.622
H 2.284 -0.777 2.388
C -4.613 0.701 3.227
C -3.387 0.420 2.349
O -3.212 1.192 1.411
N -2.760 -0.745 2.598
C -1.627 -1.227 1.883
H -4.701 1.749 3.499
H -4.628 0.134 4.160
H -5.477 0.359 2.658
H -3.274 -1.331 3.234
H -0.783 -0.539 1.847
H -1.794 -1.602 0.870
H -1.219 -2.095 2.406
C 4.647 2.480 0.036
O 3.463 3.284 -0.026
P 1.976 2.711 -0.231
O 1.955 1.369 -0.886
O 1.182 3.794 -1.073
C 1.387 5.192 -0.726
O 1.339 2.740 1.244
C -0.109 2.534 1.213
H 5.107 2.454 1.020
H 5.300 2.939 -0.705
H 4.563 1.450 -0.318
H 0.424 5.600 -0.414
H 1.686 5.746 -1.611
H 2.025 5.418 0.127
H -0.670 3.288 0.665
H -0.422 2.668 2.246
H -0.331 1.519 0.891
C -2.200 0.921 -1.923
O -1.818 0.616 -3.276
P -0.605 -0.400 -3.557
O 0.632 -0.066 -2.806
O -1.191 -1.873 -3.353
C -1.194 -2.442 -2.049
O -0.525 -0.213 -5.139
C 0.299 -1.135 -5.834
H -1.663 0.407 -1.121
H -3.243 0.652 -1.763
H -2.137 1.954 -1.578
H -1.398 -1.756 -1.226
H -0.259 -2.877 -1.685
H -1.905 -3.265 -2.009
H 0.472 -2.142 -5.455
H 1.297 -0.677 -5.746
H 0.199 -1.108 -6.917

---

Record 5
50
Properties=species:S:1:pos:R:3 method="wB97M-V/def2-TZVPD" molar_mass_g_mol=315.23 largest_force_ev_per_a=4.47 e_above_lowest_ev=0.0000 homo_lumo_gap_ev="7.6 / 4.0" spin_multiplicity=6 total_charge=+2
Fe 6.189 10.214 2.129
F 5.525 10.792 0.301
C 2.699 8.774 0.829
C 3.191 9.278 2.179
C 2.569 8.539 3.298
O 4.543 8.892 2.257
H 3.368 9.104 0.033
H 1.725 9.131 0.495
H 2.634 7.686 0.837
H 2.985 10.347 2.226
H 3.027 8.682 4.276
H 2.497 7.463 3.139
H 1.507 8.787 3.305
H 4.563 7.948 2.427
C 6.558 12.693 -4.414
C 5.825 12.093 -3.124
C 5.083 10.841 -3.517
O 6.785 11.756 -2.161
H 7.116 13.557 -4.053
H 5.822 12.942 -5.179
H 7.315 11.991 -4.763
H 5.149 12.802 -2.647
H 5.631 10.176 -4.184
H 4.215 11.152 -4.098
H 4.743 10.294 -2.637
H 6.325 11.315 -1.443
C 6.209 7.078 -0.086
C 7.176 7.459 1.076
C 8.454 6.661 1.060
O 7.422 8.853 0.984
H 6.050 6.000 -0.123
H 6.641 7.398 -1.035
H 5.243 7.576 -0.168
H 6.689 7.189 2.013
H 9.007 6.691 1.999
H 9.154 7.008 0.300
H 8.280 5.604 0.860
H 8.014 8.931 0.232
C 4.343 13.965 0.294
C 3.050 13.198 0.268
C 1.833 13.971 -0.070
O 3.220 12.232 -0.742
H 4.468 14.519 -0.636
H 5.187 13.283 0.392
H 4.459 14.744 1.048
H 2.992 12.785 1.275
H 1.737 14.910 0.474
H 0.903 13.408 0.002
H 1.975 14.266 -1.110
H 4.085 11.834 -0.618

---

Record 6
49
Properties=species:S:1:pos:R:3 method="wB97M-V/def2-TZVPD" molar_mass_g_mol=263.37 largest_force_ev_per_a=3.25 homo_lumo_gap_ev="2.1 / 10.2" spin_multiplicity=2
Na -15.152 -18.768 -15.330
C -14.611 -21.505 -16.268
C -14.870 -20.895 -17.712
C -16.168 -21.517 -18.356
O -15.027 -19.505 -17.571
H -13.926 -20.977 -15.604
H -14.199 -22.488 -16.497
H -15.501 -21.708 -15.674
H -13.967 -21.143 -18.270
H -16.216 -22.604 -18.423
H -16.382 -21.171 -19.367
H -17.071 -21.241 -17.810
H -15.314 -19.228 -18.445
C -12.081 -15.636 -16.298
C -12.474 -16.969 -16.887
C -11.296 -17.522 -17.726
O -12.792 -17.797 -15.750
H -12.844 -15.181 -15.666
H -12.078 -14.887 -17.090
H -11.169 -15.697 -15.705
H -13.407 -17.002 -17.449
H -11.381 -18.600 -17.868
H -10.393 -17.348 -17.141
H -11.230 -17.095 -18.727
H -11.982 -18.252 -15.506
C -19.127 -20.929 -15.617
C -18.470 -19.596 -15.517
C -19.255 -18.615 -14.591
O -17.247 -19.843 -14.905
H -18.532 -21.525 -16.308
H -20.155 -20.818 -15.963
H -19.248 -21.433 -14.658
H -18.348 -19.164 -16.510
H -20.255 -18.433 -14.983
H -18.675 -17.692 -14.550
H -19.253 -18.918 -13.543
H -17.431 -20.180 -14.025
C -13.448 -16.222 -12.508
C -14.866 -16.880 -12.304
C -15.766 -16.003 -11.466
O -15.382 -16.948 -13.615
H -13.011 -16.092 -11.518
H -13.498 -15.261 -13.019
H -12.862 -16.958 -13.060
H -14.798 -17.887 -11.891
H -15.385 -15.814 -10.462
H -16.609 -16.649 -11.222
H -16.102 -15.040 -11.852
H -15.776 -16.090 -13.784

---

Record 7
56
Properties=species:S:1:pos:R:3 method="wB97M-V/def2-TZVPD" molar_mass_g_mol=368.38 largest_force_ev_per_a=2.50 e_above_lowest_ev=1.4332 homo_lumo_gap_ev=10.1
C 13.599 -12.180 -24.285
C 12.638 -11.802 -25.384
C 12.649 -10.340 -25.788
O 13.024 -10.359 -27.157
C 13.104 -11.608 -27.612
O 13.310 -11.826 -28.773
O 13.031 -12.493 -26.611
H 14.640 -11.982 -24.562
H 13.561 -13.227 -23.992
H 13.472 -11.546 -23.404
H 11.613 -12.102 -25.169
H 13.317 -9.663 -25.249
H 11.667 -9.863 -25.699
C 15.199 -6.569 -30.872
C 15.955 -7.875 -31.071
C 16.114 -8.332 -32.548
O 17.518 -8.236 -32.722
C 18.185 -8.042 -31.557
O 19.372 -8.129 -31.455
O 17.305 -7.713 -30.592
H 14.845 -6.361 -29.864
H 14.274 -6.685 -31.454
H 15.650 -5.661 -31.275
H 15.495 -8.624 -30.433
H 15.673 -7.572 -33.190
H 15.762 -9.353 -32.671
C 9.989 -8.313 -32.933
O 9.071 -7.302 -33.331
H 10.854 -7.865 -32.439
H 9.442 -9.012 -32.304
H 10.336 -8.858 -33.807
H 8.531 -6.982 -32.610
C 9.160 -11.521 -30.195
O 9.167 -12.858 -30.670
H 8.402 -11.322 -29.437
H 10.147 -11.229 -29.837
H 8.816 -10.853 -30.992
H 9.706 -12.833 -31.471
C 14.104 -12.674 -34.013
O 12.713 -12.604 -34.297
H 14.696 -12.722 -34.930
H 14.441 -11.741 -33.546
H 14.304 -13.504 -33.345
H 12.559 -12.245 -35.174
C 12.875 -9.654 -31.154
O 13.185 -9.004 -29.938
H 12.013 -10.323 -31.206
H 12.842 -9.063 -32.069
H 13.722 -10.332 -31.335
H 13.425 -9.681 -29.293
O 10.416 -11.507 -32.992
H 11.125 -11.705 -33.636
H 9.645 -11.989 -33.319
O 10.375 -8.278 -29.053
H 10.630 -8.760 -28.261
H 11.220 -8.023 -29.451

---

Record 8
61
Properties=species:S:1:pos:R:3 method="wB97M-V/def2-TZVPD" molar_mass_g_mol=615.36 largest_force_ev_per_a=3.80 e_above_lowest_ev=1.5705 homo_lumo_gap_ev=6.9 total_charge=+2
Sn -24.558 5.792 -1.999
O -25.422 5.591 -4.762
S -25.565 5.157 -6.143
O -24.455 5.119 -7.060
O -26.237 3.658 -6.044
C -26.639 3.049 -7.288
C -27.254 1.685 -6.972
C -26.945 6.161 -6.784
H -25.751 2.978 -7.919
H -27.402 3.543 -7.893
H -26.694 1.134 -6.220
H -27.235 1.098 -7.890
H -28.288 1.940 -6.747
H -26.411 7.090 -6.976
H -27.822 6.207 -6.147
H -27.235 5.677 -7.715
O -20.163 3.523 -1.161
S -21.435 2.883 -1.284
O -22.556 3.706 -1.688
O -21.253 1.692 -2.379
C -19.995 0.997 -2.614
C -19.481 1.471 -3.941
C -21.834 1.749 0.095
H -20.205 -0.070 -2.563
H -19.241 1.204 -1.851
H -18.512 0.962 -4.041
H -19.171 2.513 -3.903
H -20.075 1.168 -4.797
H -22.420 0.916 -0.273
H -22.353 2.321 0.866
H -20.878 1.476 0.540
O -25.784 3.252 -1.819
S -25.674 1.808 -1.795
O -24.344 1.265 -1.729
O -26.526 1.244 -0.553
C -27.707 1.940 -0.126
C -28.413 1.075 0.935
C -26.458 1.079 -3.252
H -28.433 2.145 -0.915
H -27.399 2.871 0.348
H -29.008 0.238 0.580
H -29.111 1.705 1.487
H -27.614 0.788 1.618
H -27.375 1.653 -3.396
H -26.602 0.007 -3.178
H -25.816 1.402 -4.071
O -22.649 5.398 -4.137
S -21.510 4.976 -4.952
O -21.448 3.631 -5.438
O -21.469 5.973 -6.240
C -21.636 7.378 -6.004
C -20.376 8.177 -6.326
C -20.036 5.410 -4.079
H -22.069 7.568 -5.020
H -22.410 7.669 -6.721
H -19.666 7.937 -5.537
H -20.600 9.237 -6.414
H -20.072 7.826 -7.311
H -20.106 6.409 -3.655
H -19.187 5.271 -4.746
H -19.912 4.709 -3.251